# C27H26N4O8Ru

A molecular structure, C27H26N4O8Ru (ωB97M-V with the def2-TZVPD basis set, the OMol25 dataset).

```
66
Properties=species:S:1:pos:R:3:forces:R:3:lowdin_charge:R:1
Ru 0.74576 2.01535 0.36207 -0.103 -0.078 -0.231 1.5052
O -5.55150 0.50123 -3.91472 0.092 0.032 -0.060 0.1138
O -3.90142 3.26737 0.60902 -0.018 -0.029 0.015 0.1265
O -1.13864 1.77407 0.22738 0.111 -0.055 0.057 -0.1734
O 0.75258 -0.53930 0.66820 0.366 -0.301 -0.102 0.0856
O -3.90920 1.24189 1.37493 -0.088 0.058 -0.034 0.1304
O -3.82618 -0.12322 -5.05721 -0.011 0.049 -0.018 0.1092
O 1.02095 1.52671 -1.48661 -0.051 -0.026 -0.043 -0.1770
O 0.64598 -0.00485 -3.03407 -0.069 0.167 -0.241 0.1167
N -3.74117 2.07120 0.50955 0.183 -0.038 0.045 -0.3608
N -4.36187 0.34870 -4.07992 -0.061 -0.115 0.119 -0.3472
N 0.76757 -2.78465 0.12137 0.011 0.161 -0.069 0.0896
N 1.31134 -3.51042 -0.84679 0.076 0.215 0.041 0.0201
C 1.13217 -4.95274 -0.96981 -0.057 0.011 0.050 0.0756
C 0.60193 3.10792 2.42925 0.015 -0.009 -0.002 -0.0493
C 0.19675 0.79849 -2.25535 -0.081 -0.273 0.426 -0.5130
C -1.10152 -3.65710 3.17838 0.002 0.007 -0.007 -0.0377
C -4.06401 1.24888 -1.80426 0.059 -0.063 -0.044 0.1161
C 1.65860 2.20001 2.63473 0.018 0.016 0.017 -0.2849
C 1.19381 -1.43262 -0.04563 -0.311 -0.016 0.068 -0.3047
C -0.42343 5.15525 1.36101 0.001 -0.002 -0.018 0.0054
C 1.80102 4.18268 0.61698 0.018 0.087 0.081 -0.0169
C 2.83055 -3.31211 -2.81804 0.029 0.001 -0.027 0.0249
C -1.27343 0.97415 -2.05685 0.003 0.095 -0.077 -0.0433
C -0.28715 -3.23427 0.98051 -0.060 -0.057 0.062 -0.2166
C 2.80773 3.19235 0.68539 -0.007 0.055 0.037 -0.2966
C -1.83033 1.46100 -0.86906 -0.058 0.046 -0.126 -0.2327
C -3.21938 1.57671 -0.77557 -0.019 0.013 -0.094 -0.0628
C 2.73123 2.22963 1.72282 -0.032 0.049 -0.045 -0.0350
C 0.68969 4.16056 1.47460 0.010 0.009 0.073 -0.2776
C -3.47978 0.74607 -2.95964 0.000 0.038 0.014 -0.0953
C -0.06688 -3.24977 2.35067 -0.028 -0.028 -0.062 0.0012
C 3.94335 3.19340 -0.29308 0.001 -0.007 -0.014 -0.0054
C -2.11732 0.59213 -3.09600 -0.067 0.056 -0.005 0.0910
C -2.52452 -4.00723 1.25834 -0.005 -0.002 0.000 -0.0353
C 1.57903 1.17441 3.72466 -0.011 -0.035 -0.012 -0.0052
C -2.32178 -4.03560 2.63305 0.003 -0.002 -0.006 -0.0317
C -1.50435 -3.59804 0.41594 0.039 0.015 0.069 -0.0056
C 2.08169 -1.45346 -1.18643 0.118 0.093 0.089 0.1108
C 2.11993 -2.72257 -1.65892 -0.043 -0.108 0.079 -0.1854
H 2.56337 -0.58771 -1.60762 0.019 -0.051 0.039 0.1336
H -0.15428 5.97616 0.70078 -0.006 -0.004 -0.009 0.1003
H 0.68396 -5.33208 -0.05678 0.005 -0.002 -0.004 0.1117
H 2.13531 -3.82819 -3.48122 0.001 0.003 -0.006 0.1084
H 3.65382 2.66336 -1.20359 0.004 0.007 0.001 0.0952
H -0.95342 -3.68700 4.24907 0.003 -0.001 -0.007 0.1214
H 4.82300 2.70972 0.12647 0.000 -0.012 -0.007 0.0980
H -1.65514 -3.54652 -0.65524 0.005 0.000 -0.019 0.1280
H 0.85962 0.39480 3.46022 0.025 0.030 0.015 0.0928
H -1.70371 0.19663 -4.01296 -0.010 -0.004 -0.002 0.1427
H 0.89595 -2.96454 2.75422 0.000 0.000 -0.003 0.1261
H -1.32760 4.67748 0.97605 -0.012 -0.005 0.018 0.0923
H 3.52877 1.50296 1.81809 -0.008 -0.027 -0.022 0.1422
H -3.12348 -4.35498 3.28491 0.001 0.001 -0.001 0.1238
H 0.48458 -5.16663 -1.82001 -0.012 0.003 0.004 0.1269
H -0.66587 5.55691 2.34473 0.008 0.012 0.004 0.1101
H -5.13734 1.35653 -1.72883 -0.007 -0.003 -0.007 0.1527
H 4.20591 4.21123 -0.57556 0.005 0.001 0.009 0.1034
H 1.24051 1.63304 4.65275 0.007 0.004 0.000 0.1056
H -3.48008 -4.29597 0.84297 0.001 0.002 0.003 0.1232
H 1.86551 4.94151 -0.15336 0.005 0.019 0.011 0.1498
H 2.10976 -5.40071 -1.13283 0.003 0.000 -0.007 0.1171
H 3.59231 -4.02411 -2.49520 0.001 0.005 -0.007 0.1065
H 2.54822 0.71118 3.89747 -0.007 -0.009 -0.007 0.0963
H 3.31537 -2.51934 -3.38135 -0.001 -0.004 -0.003 0.1073
H -0.27286 3.05402 3.06592 -0.007 0.008 0.005 0.1556
```
Forces are in eV/Å.

Calculated values
Largest force on an atom, eV/A: 0.5
HOMO level (alpha / beta), eV: -14.4 / -14.5
Net charge: +2
Energy relative to the best compared isomer or geometry (same formula, charge and spin), kJ/mol: 0.0
Spin multiplicity: 5


# C27H26N7O8V

A molecular structure, C27H26N7O8V in a non-equilibrium geometry (ωB97M-V with the def2-TZVPD basis set, the OMol25 dataset).

```
69
Properties=species:S:1:pos:R:3:forces:R:3:lowdin_charge:R:1
V -0.69439 -0.34496 0.02123 2.985 3.735 0.304 0.8228
O -4.00984 -1.40526 -2.87786 0.190 0.160 0.191 0.1271
O -1.76030 -1.51754 -0.58912 -4.080 -3.653 -2.272 -0.1462
O -2.19730 -1.85527 -3.96685 0.039 0.140 0.332 0.1097
O -3.38650 -6.97549 -3.09508 0.066 0.040 0.150 0.0999
O -0.98648 -4.59548 1.97936 -0.064 -0.033 -0.145 0.1293
O -0.99873 -2.48465 1.64500 -0.038 -0.019 -0.026 0.0305
O -0.54522 2.24564 -0.65396 0.157 0.610 0.402 -0.1795
O -2.78919 -7.65406 -1.13204 0.019 0.134 -0.103 0.1026
N 2.22665 1.15083 -0.65056 -0.153 -0.420 -0.028 0.1154
N -2.97666 -6.79209 -1.96575 -0.152 -0.300 -0.108 -0.3504
N -1.24723 -3.63988 1.28421 0.359 0.087 0.807 -0.2956
N -2.97268 -2.00850 -3.04106 -0.333 -0.296 -0.742 -0.3471
N -1.91858 0.54124 1.36101 -0.681 0.139 1.093 0.0181
N 0.72580 0.04163 1.53674 0.844 0.224 0.441 -0.1878
N 0.79457 -1.54343 -0.74955 0.713 -0.731 0.014 0.0281
C 2.97473 3.02666 0.59796 -0.077 0.100 0.104 -0.0138
C 1.96470 -3.30874 0.35056 0.063 0.025 0.001 0.0008
C 0.70887 -2.31025 -1.84248 0.157 -0.099 -0.128 -0.0833
C -3.15862 1.00737 1.16749 -0.149 0.045 0.008 -0.0617
C 1.74799 -1.03704 1.42998 0.098 -0.188 -0.104 -0.0769
C 1.46835 -2.01438 0.30913 0.354 -0.064 -0.007 -0.2478
C -2.19211 0.90333 3.70685 0.057 0.041 -0.029 0.0093
C -2.08622 -2.73361 -0.86561 -0.009 -0.592 0.317 -0.1926
C -0.64220 3.50269 -1.33087 0.043 -0.100 -0.054 -0.0488
C -3.48907 1.34311 3.50561 0.094 -0.081 -0.070 -0.0246
C -2.68845 -5.41207 -1.58461 0.067 0.526 0.020 -0.1161
C -3.97820 1.39761 2.20698 -0.012 0.054 0.051 -0.0232
C -1.85119 -3.83705 0.01319 -0.372 0.204 -1.067 -0.0487
C -1.02539 1.09304 -1.15518 -0.030 -0.002 -0.567 -0.3280
C -2.15358 -5.14385 -0.35476 0.059 -0.159 0.258 0.1025
C 3.71076 2.72580 -1.65312 -0.005 -0.018 -0.045 -0.0491
C 1.38258 1.38054 1.62306 0.030 0.333 0.080 -0.0946
C -2.68309 -3.09733 -2.10790 0.439 0.365 0.716 -0.0606
C 3.72456 3.46558 -0.47974 -0.059 -0.022 0.046 -0.0478
C -0.07260 -0.09772 2.77677 -0.203 -0.075 0.326 -0.1183
C 1.81650 -4.12128 -0.76262 0.036 0.089 0.026 -0.0240
C 1.21586 -3.59642 -1.89777 -0.010 0.017 -0.001 -0.0234
C 2.94973 1.57015 -1.68468 0.045 0.032 -0.087 -0.1106
C -2.95964 -4.37679 -2.48177 -0.141 -0.235 -0.082 0.1095
C -1.78223 1.11192 -2.44474 0.043 -0.012 -0.084 -0.0549
C 2.22579 1.86254 0.46053 -0.050 -0.170 -0.048 -0.2820
C -1.44299 0.49870 2.61238 -0.113 0.174 0.202 -0.2274
H 0.59305 2.11441 1.80127 -0.035 -0.042 -0.038 0.1375
H 2.03164 1.38786 2.50739 -0.120 -0.095 0.091 0.1399
H -1.96090 -5.94676 0.34131 0.020 -0.031 -0.014 0.1416
H -1.67892 3.77022 -1.53180 -0.017 -0.001 0.000 0.0922
H 0.20943 -1.87575 -2.69867 -0.162 0.021 0.031 0.1233
H 4.31268 4.37052 -0.40546 -0.002 0.001 0.011 0.1149
H -1.75715 0.85848 4.69653 -0.036 0.001 0.011 0.1264
H 2.17871 -5.14055 -0.74445 0.004 0.002 -0.025 0.1224
H 1.85589 -1.57250 2.37405 -0.075 0.036 0.033 0.1408
H -1.23792 0.55036 -3.20719 -0.032 0.031 -0.071 0.0810
H 0.43936 0.35006 3.63408 0.034 -0.005 -0.054 0.1420
H -3.49986 1.05719 0.14151 0.058 -0.070 -0.020 0.1289
H 2.96047 3.58277 1.52754 0.025 -0.005 0.002 0.1213
H 4.28142 3.03452 -2.51778 -0.001 -0.019 0.002 0.1096
H -4.98090 1.74387 2.00158 0.011 0.001 -0.024 0.1176
H -0.21362 -1.15426 2.98523 0.140 -0.008 0.070 0.1156
H 2.71767 -0.59093 1.20147 -0.051 0.066 0.015 0.1390
H 2.91072 0.94328 -2.57044 0.042 0.067 0.010 0.1146
H -4.10502 1.63348 4.34554 -0.008 0.045 -0.015 0.1203
H 2.45011 -3.67435 1.24599 0.012 0.013 -0.010 0.1295
H -3.39921 -4.59998 -3.44490 0.042 0.019 -0.027 0.1514
H -0.21418 4.23658 -0.65349 0.038 -0.017 0.004 0.0942
H 1.10765 -4.18390 -2.79894 0.014 0.041 -0.016 0.1208
H -0.07255 3.49067 -2.26115 -0.018 -0.008 -0.016 0.1010
H -1.97313 2.10877 -2.83899 0.011 -0.004 0.001 0.0729
H -2.74248 0.61588 -2.31965 -0.120 -0.045 -0.050 0.0605
```
Forces are in eV/Å.

Calculated values
Largest force on an atom, eV/A: 5.9
HOMO level (alpha / beta), eV: -10.2 / -9.2
Net charge: +1
Energy relative to the best compared isomer or geometry (same formula, charge and spin), kJ/mol: 90.6
Spin multiplicity: 2


# C27H26NOS

2 unconnected molecules or ions with the total composition C27H26NOS in a non-equilibrium geometry (ωB97M-V with the def2-TZVPD basis set, the OMol25 dataset).

```
56
Properties=species:S:1:pos:R:3:forces:R:3:lowdin_charge:R:1
S -1.32538 1.78316 1.94065 0.541 0.165 0.137 1.1288
O -0.59061 1.48588 -1.29324 -1.507 0.825 -0.652 -0.1407
N 1.21315 1.92417 1.54146 0.283 -0.754 0.795 -0.0653
C -0.76750 3.59566 4.08519 0.407 -0.029 -0.108 -0.0681
C 0.09861 0.83252 -0.32523 0.330 -0.615 1.412 -0.2845
C 2.90532 -1.66110 -0.75947 0.096 0.221 0.227 -0.0912
C -1.62646 -1.88734 -0.38329 -0.786 -0.915 -0.315 -0.0837
C -1.28448 -2.27232 -1.73238 0.173 -0.054 -0.534 -0.1537
C 3.40552 -1.24130 -1.99424 -0.003 -0.302 0.009 -0.0827
C -1.90257 -2.72032 -4.05754 -0.377 0.082 0.116 -0.0540
C 1.20022 0.05270 -0.89596 0.037 0.388 0.323 -0.2115
C 1.63119 0.38299 -2.19878 0.070 -0.365 0.197 -0.0153
C -3.01435 -1.52540 1.60547 0.025 0.327 -1.111 -0.1386
C 2.77501 -0.21517 -2.70419 -0.248 -0.081 0.014 -0.0651
C -2.01839 1.63592 -1.31781 0.690 -0.315 -0.488 -0.0516
C 2.53995 1.79884 0.95190 0.286 0.259 0.225 0.0242
C 1.97283 3.40322 3.40834 -0.222 0.172 0.249 -0.0024
C 0.19516 4.35297 4.76423 -0.247 -0.198 -0.123 -0.0724
C 1.55277 4.25776 4.42885 -0.055 -0.269 -0.271 -0.0613
C 1.00376 2.67175 2.70235 0.206 0.044 -0.036 -0.2243
C -0.84896 -2.06224 0.78246 -0.151 0.182 1.054 -0.0295
C -3.04685 -1.63086 0.03168 -0.539 0.372 0.615 -0.0998
C -0.34571 2.75676 3.04528 -0.145 0.287 0.253 -0.4219
C -0.74282 -3.48074 -4.23435 0.290 0.111 0.250 -0.0349
C 0.08761 1.36310 0.99522 0.623 0.510 -1.667 -0.3920
C -1.55435 -1.67175 1.90525 -0.080 -0.671 -0.628 0.0014
C -0.07253 -2.95627 -1.97827 0.111 0.065 0.029 0.0022
C 1.86173 -0.95422 -0.16387 -0.131 0.490 -0.452 -0.1185
C -2.17681 -2.11440 -2.84006 0.295 -0.010 0.606 0.0018
C 0.20717 -3.53444 -3.21185 -0.165 -0.102 0.117 -0.0387
H -1.15020 -1.55489 2.91185 -0.029 -0.248 -0.313 0.1258
H -0.10762 5.03225 5.56133 0.007 -0.241 -0.235 0.1121
H -2.20469 2.68586 -1.58094 -0.202 -0.395 0.176 0.1044
H 1.15019 -4.06755 -3.34564 -0.342 0.140 -0.003 0.1195
H 4.28390 -1.72522 -2.41322 -0.183 0.010 0.042 0.1047
H -3.59049 -2.36170 2.03930 0.302 0.281 0.010 0.1343
H -3.47446 -0.59790 1.96721 0.205 -0.173 0.038 0.1068
H -0.57668 -4.02931 -5.16366 -0.025 0.308 0.233 0.1206
H 2.28994 4.86948 4.95885 -0.311 -0.309 -0.204 0.1171
H -2.49405 1.37163 -0.36619 0.087 0.143 -0.237 0.0400
H -3.46632 -0.73772 -0.45549 0.107 -0.185 0.260 0.1153
H -1.82252 3.65948 4.33715 0.194 0.066 0.011 0.1125
H 0.65665 -3.05602 -1.17886 -0.182 -0.018 -0.213 0.0990
H 3.15647 0.11636 -3.66783 0.014 -0.183 0.172 0.1102
H 0.14998 -2.48429 0.77832 -0.229 0.439 0.082 0.1058
H 2.56152 2.14578 -0.08622 -0.167 -0.137 0.236 0.1226
H 2.91499 0.77198 1.00311 -0.140 0.230 -0.061 0.0949
H -3.71227 -2.46369 -0.26824 0.527 0.268 -0.098 0.1467
H -2.35735 0.96995 -2.12809 -0.328 0.285 0.304 0.0871
H -3.08136 -1.51807 -2.70614 0.185 -0.258 -0.126 0.1163
H -2.62061 -2.63273 -4.87447 0.223 0.007 0.253 0.1174
H 3.03069 3.33717 3.15983 -0.344 0.058 0.115 0.1063
H 3.20525 2.41598 1.54769 0.020 0.013 -0.241 0.0769
H 1.07672 1.13892 -2.75492 0.339 -0.209 0.157 0.1230
H 1.53345 -1.12491 0.86577 0.300 -0.131 -0.424 0.1098
H 3.31663 -2.53034 -0.23829 0.166 0.419 -0.180 0.1143
```
Forces are in eV/Å.

Calculated values
Largest force on an atom, eV/A: 1.9
HOMO level, eV: -9.0
Net charge: +1
Energy relative to the best compared isomer or geometry (same formula, charge and spin), kJ/mol: 56.9